[1]
11
Properties=species:S:1:pos:R:3:forces:R:3:lowdin_charge:R:1 method="wB97M-V/def2-TZVPD" fmax_ev_per_a=1.86 multiplicity=1 homo_lumo_gap_ev=4.4 homo_energy_ev=-0.4 e_tot_ha=-553.75293 total_charge=-1
O 2.915 -0.220 1.247 -0.318 -0.425 0.068 -0.129
H 2.834 -1.081 1.675 0.155 0.088 -0.008 0.016
C -0.388 -1.311 -0.619 -0.908 -0.233 1.032 -0.608
S 0.170 0.366 -0.382 -0.194 0.031 -1.243 0.528
C -1.398 1.282 -0.295 1.091 0.437 1.444 -0.488
H 0.284 -2.105 -0.904 0.426 0.352 -0.292 -0.131
H -1.414 -1.387 -0.961 0.053 0.058 -0.302 -0.131
H 2.025 -0.132 0.848 0.165 0.420 0.067 -0.085
H -2.163 1.131 -1.052 0.212 -0.401 -0.222 0.019
H -1.774 1.124 0.721 -0.593 -0.302 -0.228 0.007
H -1.090 2.333 -0.278 -0.089 -0.026 -0.317 0.002



[2]
8
Properties=species:S:1:pos:R:3:forces:R:3:lowdin_charge:R:1 method="wB97M-V/def2-TZVPD" fmax_ev_per_a=4.55 multiplicity=1 smiles="C=[N+]([O-])C(=O)[O-]" homo_lumo_gap_ev="8.8 / 8.8" homo_energy_ev="-4.4 / -4.4" e_tot_ha=-357.86918 total_charge=-1
C -1.242 1.096 -1.421 2.921 0.003 -2.820 -0.026
C -2.474 -0.399 0.038 -2.269 -1.209 -3.754 -0.616
N -1.282 0.617 -0.221 -1.894 -0.410 0.104 -0.300
O -2.630 -0.762 1.180 0.219 0.224 -0.180 0.022
O -0.607 0.981 0.766 0.583 0.135 -0.056 -0.105
O -3.081 -0.655 -1.104 1.728 0.547 3.857 -0.149
H -0.243 1.624 -1.595 -1.607 -0.103 0.235 0.078
H -1.700 0.623 -2.377 0.320 0.813 2.613 0.097



[3]
57
Properties=species:S:1:pos:R:3:forces:R:3:lowdin_charge:R:1 method="wB97M-V/def2-TZVPD" fmax_ev_per_a=0.46 multiplicity=1 homo_lumo_gap_ev="7.2 / 5.1" homo_energy_ev="-12.2 / -11.1" e_tot_ha=-3059.32105 total_charge=+1
Sn 0.973 1.265 1.075 -0.347 0.062 -0.291 1.291
C 2.059 1.027 4.127 -0.026 -0.036 -0.005 -0.125
C 2.718 2.159 3.656 0.018 0.066 0.000 -0.122
C 2.013 3.343 3.452 0.026 -0.029 -0.025 -0.109
C 0.647 3.392 3.706 -0.005 -0.035 -0.011 -0.113
C -0.015 2.256 4.157 0.013 -0.006 0.004 -0.110
C 0.691 1.074 4.372 -0.011 0.029 -0.021 -0.114
H 2.610 0.110 4.294 0.002 0.002 0.005 0.117
H 3.782 2.122 3.462 0.002 0.008 0.020 0.115
H 2.530 4.226 3.098 0.000 0.001 0.014 0.116
H 0.101 4.313 3.549 0.003 0.001 0.011 0.115
H -1.077 2.294 4.364 0.003 0.000 0.002 0.114
H 0.177 0.196 4.742 0.000 0.003 0.004 0.114
N -2.515 6.852 -2.602 0.007 -0.024 0.008 0.177
C -1.968 6.019 -2.032 0.005 0.015 0.009 -0.171
C -1.282 4.975 -1.316 -0.002 -0.024 0.024 -0.215
C -1.842 4.456 -0.149 0.019 0.033 -0.061 -0.012
C -1.181 3.447 0.531 -0.042 -0.013 0.053 -0.127
C 0.018 2.956 0.036 0.067 -0.016 0.119 -0.333
C 0.589 3.478 -1.114 0.074 -0.036 -0.058 -0.111
C -0.067 4.491 -1.797 -0.033 0.025 -0.006 -0.009
H -2.785 4.843 0.212 -0.001 -0.006 0.006 0.128
H -1.622 3.043 1.436 0.003 0.007 -0.010 0.098
H 1.524 3.091 -1.502 -0.020 0.008 0.009 0.103
H 0.355 4.907 -2.701 0.004 -0.001 0.002 0.129
Cl 3.803 -0.567 -2.715 0.015 0.008 -0.003 0.645
C 3.746 -0.951 -0.994 -0.038 0.006 0.000 -0.473
C 2.709 -0.174 -0.233 0.023 -0.036 0.209 -0.713
O 2.438 -0.525 0.947 0.111 -0.062 -0.148 -0.091
O 2.124 0.839 -0.727 -0.042 -0.034 0.037 -0.152
H 4.716 -0.736 -0.548 -0.002 0.006 -0.007 0.103
H 3.540 -2.011 -0.862 -0.009 -0.020 -0.023 0.068
S -1.081 0.278 -2.173 0.037 -0.080 0.019 0.512
P -1.082 -1.330 -0.953 -0.053 0.213 -0.125 0.196
S -1.155 -0.302 0.795 0.138 -0.046 0.168 0.358
C 0.325 -2.413 -1.166 0.029 0.009 0.021 -0.385
C 0.799 -2.646 -2.455 0.024 0.025 -0.006 -0.091
C 1.773 -3.610 -2.659 0.036 -0.012 0.032 -0.069
C 2.265 -4.336 -1.582 -0.017 0.006 -0.032 -0.060
C 1.798 -4.095 -0.296 -0.006 0.014 0.013 -0.062
C 0.825 -3.130 -0.082 0.002 -0.020 0.048 -0.095
C -2.563 -2.322 -1.109 0.002 0.009 -0.057 -0.389
C -2.890 -3.225 -0.099 0.000 -0.032 0.017 -0.086
C -3.992 -4.049 -0.255 0.022 0.018 0.020 -0.057
C -4.754 -3.977 -1.414 -0.004 0.012 -0.027 -0.052
C -4.425 -3.078 -2.418 -0.021 -0.022 0.028 -0.056
C -3.328 -2.244 -2.269 -0.034 0.031 0.009 -0.090
H 0.421 -2.075 -3.295 -0.004 -0.004 0.015 0.105
H 2.153 -3.788 -3.656 -0.004 -0.002 0.000 0.118
H 3.022 -5.093 -1.746 0.004 -0.002 0.000 0.117
H 2.191 -4.655 0.542 0.001 -0.001 -0.005 0.117
H 0.467 -2.932 0.921 0.005 0.008 -0.013 0.105
H -2.298 -3.278 0.807 0.003 -0.009 -0.008 0.104
H -4.257 -4.746 0.528 0.002 0.004 0.000 0.114
H -5.614 -4.623 -1.532 0.002 0.000 0.000 0.115
H -5.027 -3.019 -3.315 0.005 -0.001 0.002 0.115
H -3.085 -1.526 -3.043 0.012 -0.018 0.012 0.082



[4]
42
Properties=species:S:1:pos:R:3:forces:R:3:lowdin_charge:R:1 method="wB97M-V/def2-TZVPD" fmax_ev_per_a=4.81 multiplicity=3 homo_lumo_gap_ev="5.5 / 5.0" homo_energy_ev="-11.3 / -11.3" e_tot_ha=-1120.03766 total_charge=+1
C 0.798 -2.716 2.245 -0.822 -0.465 -0.450 -0.136
C -0.646 -2.609 2.246 0.754 -0.649 -0.971 -0.146
C -1.055 -2.141 0.944 0.508 -1.063 0.210 -0.178
H -1.305 -2.896 3.059 0.165 0.308 -0.067 0.135
C 0.128 -1.947 0.145 -0.377 -0.939 0.082 -0.187
C 1.276 -2.301 0.945 -0.740 -0.310 0.306 -0.143
H 2.311 -2.296 0.618 -0.211 0.108 0.106 0.128
H 1.411 -3.085 3.065 -0.212 0.303 -0.137 0.133
H -2.080 -2.021 0.606 0.236 0.147 0.166 0.131
H 0.145 -1.659 -0.900 -0.026 0.154 0.152 0.115
C -0.796 1.038 0.332 -0.362 0.206 2.139 -0.121
C -0.873 1.379 1.717 -0.579 -0.319 -1.369 -0.187
C 0.385 2.185 2.117 -1.034 0.884 -0.413 -0.403
H -1.780 1.396 2.311 0.228 -0.062 -0.043 0.116
C 1.069 2.330 0.763 0.183 -0.626 -0.581 0.047
C 0.406 1.637 -0.215 0.874 0.442 0.387 -0.033
H 0.670 1.605 -1.272 0.013 -0.093 0.304 0.117
H -1.600 0.598 -0.255 0.222 0.178 0.135 0.123
H 0.124 3.152 2.579 0.073 -0.216 -0.198 0.173
H 1.987 2.900 0.642 -0.146 -0.212 0.013 0.133
Mo 0.196 -0.578 1.853 1.689 4.201 1.626 1.577
O -0.291 0.138 -3.072 -0.733 0.025 0.563 -0.099
C -1.619 -0.342 -3.461 1.685 -0.392 -0.671 -0.053
C -0.343 -0.707 -4.204 -1.579 -0.515 0.426 -0.263
H -2.037 -1.094 -2.786 -0.026 0.347 -0.200 0.101
H -2.282 0.389 -3.936 0.252 -0.243 0.414 0.111
H 0.027 -1.729 -4.052 0.012 0.380 0.018 0.145
H 0.957 -1.845 -6.268 0.133 0.338 -0.156 0.113
C 0.742 -0.791 -6.460 -0.485 0.460 0.781 -0.032
C -0.014 -0.086 -5.494 0.284 0.552 -1.300 -0.183
C -0.414 1.241 -5.762 0.527 -0.448 -0.162 -0.027
H -1.091 1.762 -5.080 0.441 -0.074 -0.168 0.109
C 0.078 1.890 -6.897 -0.079 -0.150 0.007 -0.072
H -0.175 2.940 -7.055 0.048 -0.336 -0.062 0.108
C 0.885 1.210 -7.817 -0.079 -0.271 0.287 -0.073
H 1.273 1.730 -8.694 -0.152 -0.185 0.269 0.108
C 1.182 -0.146 -7.613 -0.134 0.269 -0.035 -0.076
H 1.765 -0.703 -8.346 -0.123 0.199 0.161 0.108
O -0.986 1.066 4.390 0.873 -1.213 -0.092 -0.012
N -0.241 0.137 4.074 -0.613 -0.591 1.254 -0.395
O 0.425 -0.523 4.891 -0.896 0.911 -1.731 -0.008
O 1.231 1.457 2.941 0.210 -1.040 -1.001 -0.006



[5]
67
Properties=species:S:1:pos:R:3:forces:R:3:lowdin_charge:R:1 method="wB97M-V/def2-TZVPD" fmax_ev_per_a=0.51 multiplicity=2 homo_lumo_gap_ev="7.6 / 5.0" homo_energy_ev="-5.9 / -5.9" e_tot_ha=-5526.28251 total_charge=-1
Ti -1.899 0.201 0.228 -0.200 0.293 -0.079 0.953
C -1.966 -2.507 2.461 0.001 -0.002 0.011 -0.020
C -0.713 -3.042 1.851 -0.043 0.022 -0.047 -0.256
N -0.211 -4.164 2.323 0.017 -0.024 0.004 0.118
C 0.903 -4.661 1.767 -0.026 0.012 0.013 -0.115
C 1.563 -4.067 0.721 0.022 -0.001 -0.018 -0.173
C 2.790 -4.732 0.162 -0.001 0.006 0.006 -0.222
O 2.604 -5.232 -1.164 0.016 -0.019 -0.004 -0.070
C 1.058 -2.852 0.204 -0.012 0.047 0.007 -0.053
C 1.788 -2.217 -0.900 -0.007 -0.014 -0.075 -0.043
N 1.742 -0.972 -1.137 -0.032 -0.039 0.031 0.063
C 2.518 -0.391 -2.140 0.073 0.000 -0.102 -0.346
C 3.902 -0.552 -2.198 -0.018 0.012 0.007 -0.026
C 4.654 0.145 -3.133 0.009 -0.007 0.006 -0.092
C 4.039 1.014 -4.022 -0.003 0.007 -0.010 -0.103
C 2.660 1.182 -3.982 0.017 -0.001 0.001 -0.144
C 1.909 0.486 -3.050 -0.121 -0.074 0.137 -0.584
I -0.165 0.613 -2.927 0.091 0.060 -0.177 1.388
C -0.109 -2.325 0.772 0.002 -0.128 -0.043 -0.249
O -0.691 -1.233 0.334 -0.202 0.296 0.181 -0.177
H -2.276 -3.164 3.270 0.015 -0.006 0.003 0.081
H -2.760 -2.443 1.715 0.012 0.007 -0.005 0.067
H -1.803 -1.501 2.852 -0.006 0.010 -0.001 0.069
H 1.278 -5.588 2.191 0.006 0.002 0.002 0.105
H 3.086 -5.543 0.834 0.002 0.000 -0.002 0.110
H 3.632 -4.040 0.097 -0.003 0.004 0.000 0.116
H 1.726 -5.627 -1.202 -0.016 0.001 0.000 0.094
H 2.392 -2.882 -1.526 0.007 -0.016 0.027 0.129
H 4.381 -1.210 -1.483 0.002 0.000 0.001 0.111
H 5.728 0.012 -3.160 0.000 0.002 -0.001 0.100
H 4.628 1.565 -4.744 -0.002 -0.003 -0.003 0.097
H 2.168 1.854 -4.672 -0.001 -0.004 -0.005 0.093
S 0.579 4.140 -0.548 -0.063 -0.035 -0.041 1.068
C 1.723 2.886 -0.170 -0.001 0.018 0.020 -0.360
C 1.143 1.680 0.012 -0.018 0.068 0.008 -0.254
C -0.278 1.684 -0.165 0.076 -0.136 0.018 -0.252
C -0.698 3.013 -0.461 0.042 0.135 0.007 -0.495
C -2.105 3.349 -0.442 -0.008 -0.018 0.011 -0.265
C -2.639 4.575 -0.823 0.036 -0.017 0.008 0.002
C -4.003 4.765 -0.698 -0.027 0.007 0.003 -0.046
C -4.782 3.739 -0.189 0.003 0.024 -0.005 -0.019
C -4.170 2.545 0.170 0.022 0.024 0.008 -0.078
N -2.869 2.356 0.038 0.003 -0.103 0.061 0.063
H 2.766 3.144 -0.068 -0.003 -0.001 0.003 0.066
H 1.688 0.788 0.271 -0.051 0.043 -0.012 0.063
H -1.994 5.353 -1.209 0.000 -0.001 -0.002 0.107
H -4.453 5.704 -0.990 0.000 -0.001 0.001 0.109
H -5.851 3.853 -0.071 -0.001 -0.007 0.004 0.109
H -4.724 1.710 0.579 0.001 -0.003 -0.003 0.117
F -3.320 -2.433 -0.839 -0.100 -0.129 -0.092 -0.524
Te -4.341 -1.046 -1.767 0.340 0.271 0.268 1.920
F -5.563 -2.399 -2.381 -0.034 -0.019 -0.106 -0.531
F -3.300 -1.565 -3.225 0.075 -0.045 -0.027 -0.443
F -3.492 -0.136 1.076 0.115 -0.074 0.007 -0.407
F -5.007 0.257 -3.091 0.015 -0.019 0.026 -0.571
O -2.543 0.139 -1.370 -0.130 -0.372 -0.036 -0.768
F -0.092 2.869 2.446 -0.038 0.022 -0.021 0.091
B -1.224 2.254 2.997 -0.076 -0.044 -0.034 -1.248
F -1.468 1.028 2.217 0.073 0.002 0.028 -0.004
F -2.339 3.070 2.853 -0.005 0.018 0.018 0.139
F -1.002 1.880 4.307 0.004 0.014 -0.015 0.135
Cl 3.940 0.230 4.837 -0.014 0.006 -0.007 0.597
C 2.934 1.017 3.595 -0.019 0.036 0.127 -1.578
Cl 2.436 2.611 4.141 0.070 -0.026 -0.002 0.675
Cl 3.872 1.139 2.091 0.063 -0.027 -0.005 0.626
C 1.761 0.178 3.361 0.003 0.029 -0.087 -0.352
N 0.858 -0.502 3.174 0.050 -0.084 0.006 0.286



[6]
20
Properties=species:S:1:pos:R:3:forces:R:3:lowdin_charge:R:1 method="wB97M-V/def2-TZVPD" fmax_ev_per_a=5.02 multiplicity=1 homo_lumo_gap_ev=9.6 homo_energy_ev=-8.8 e_tot_ha=-800.39021 total_charge=0
C -0.728 -1.529 0.070 0.953 0.277 -1.287 -0.283
C -1.760 -2.159 -0.800 -0.528 -3.256 3.785 -0.077
C 0.935 2.030 0.657 1.710 0.088 -0.412 -0.100
C 1.087 0.701 -1.444 -0.702 1.318 -1.582 -0.040
C 1.245 0.848 -0.142 0.657 -0.289 -1.917 -0.378
N -0.777 -0.333 0.476 -1.432 -0.277 1.326 -0.145
O -1.781 1.597 -0.762 -0.981 -0.506 0.644 -0.310
O -2.310 1.203 1.697 -0.107 0.145 0.107 -0.436
S -2.303 0.538 0.413 1.324 0.488 -0.887 0.904
H 0.251 -2.035 0.209 -0.590 0.084 0.069 0.125
H -2.550 -1.448 -0.798 -1.129 -0.243 -0.552 0.002
H -2.049 -3.213 -0.175 0.283 2.789 -1.794 0.157
H -1.470 -2.499 -1.757 0.635 -0.036 -1.022 0.057
H 0.555 1.662 1.624 -0.705 0.918 -0.497 0.083
H 2.009 2.412 0.887 -2.023 0.347 -0.442 0.121
H 0.329 2.626 -0.114 1.075 0.297 2.098 0.086
H 1.483 -0.164 -2.056 -0.762 1.191 0.851 0.079
H 0.439 1.533 -1.896 1.274 -1.463 -0.198 0.076
H -1.165 2.246 -0.380 -0.249 -0.283 0.160 0.012
H 1.693 0.037 0.302 1.297 -1.587 1.550 0.068



Result set for relative energy (zero: lowest compared OMol25 entry of this formula, charge and spin): 3.021; 3.536; 0.000; 1.153; 2.984; 4.556 eV, one per record in the order listed.